# C55H135CuN8O17

A molecular structure, C55H135CuN8O17 at a distorted geometry (ωB97M-V with the def2-TZVPD basis set, OMol25).

HOMO energy = -5.83 eV
Orbital gap = 6.29 eV
LUMO energy = 0.462 eV
Total energy = -150579.6968 eV
Multiplicity = 1

Structure (XYZ):
```
216
Properties=species:S:1:pos:R:3:forces:R:3
Cu 2.249865 5.130428 -12.749322 0.111 1.196 -0.299
O 4.406983 4.293359 -12.013999 -0.370 -0.305 0.408
O -1.261348 5.666143 -10.454103 0.639 0.048 -0.107
O 9.130099 9.089413 -19.381742 -0.750 0.548 0.342
O 9.177412 2.081151 -22.238303 0.177 0.376 0.661
O -2.421228 12.749341 -15.252260 -0.294 0.495 0.253
O 2.612757 7.283255 -22.319690 0.398 -0.522 0.144
O -0.147748 12.729447 -19.409420 0.014 0.166 -0.194
O 6.467937 12.291484 -15.514336 0.022 0.318 0.384
O 0.214838 9.518599 -10.853644 -0.132 0.014 0.334
O 10.918805 7.857614 -13.623084 0.121 0.089 -0.104
O -0.538358 2.404112 -11.256563 0.039 0.787 0.146
O 2.017355 3.799554 -14.668189 0.183 -0.089 0.662
O -0.451291 5.405102 -23.957386 -0.225 0.266 0.341
O 7.976507 4.375391 -18.785114 0.573 0.385 0.358
O 3.122381 7.241335 -13.068752 0.193 -0.859 -0.056
O 3.647385 13.692417 -17.913636 -0.520 0.161 0.148
O 6.395797 7.963134 -8.931992 -1.051 0.011 0.954
N 1.818923 3.973005 -10.674607 0.509 -0.013 -1.477
N -0.115925 4.868407 -12.913042 -0.335 -0.109 0.704
N 8.371856 11.518267 -17.283736 -0.338 -0.623 0.379
N 3.551020 8.155070 -10.286817 0.099 -0.820 1.078
N 0.840682 13.194384 -16.836695 -0.579 0.217 0.024
N 3.034142 7.256838 -14.489737 -0.655 -1.012 0.196
N 10.107453 2.950053 -19.839783 -0.128 -0.524 0.913
N 0.343293 5.815188 -21.260244 0.546 -0.374 -0.604
C -1.293915 10.599560 -19.351959 0.490 -0.139 -0.367
C 9.593703 8.118068 -14.090238 -0.042 -0.217 0.350
C 9.095685 4.122856 -17.953596 -0.245 -0.692 -0.067
C -1.222146 5.831229 -12.830152 0.050 -0.254 -0.293
C 3.072086 14.825842 -18.520164 0.054 0.360 -0.112
C -1.303893 6.334100 -9.218483 0.079 0.566 0.562
C 1.738676 8.086842 -16.363531 0.364 -0.539 -1.193
C 5.465812 3.493314 -12.488830 0.675 0.257 -0.307
C 2.034247 8.212572 -14.879177 0.035 2.008 -0.778
C 1.713427 2.546322 -10.467115 0.072 -0.346 0.817
C -1.418308 12.119843 -19.319663 -0.622 -0.073 0.598
C -0.174448 12.687615 -15.928330 -0.232 -0.926 0.134
C 5.240830 8.400018 -14.951216 -0.166 0.136 -0.192
C 5.667062 13.425900 -15.203033 0.460 -0.305 -0.015
C 11.025785 2.948643 -20.962039 -1.460 0.779 1.039
C 2.339037 7.215956 -20.931692 -0.297 0.804 -0.404
C 2.390196 9.710152 -14.681245 0.133 -0.199 0.470
C -1.369691 13.590595 -15.655996 0.891 0.126 0.234
C 2.171395 8.453334 -10.011209 -0.557 -0.937 -0.601
C 0.881472 3.051242 -14.253290 0.006 0.258 -0.520
C 0.116026 4.494646 -21.842758 -0.465 0.537 -0.547
C -0.289414 3.965215 -14.018980 -1.122 0.082 -1.350
C 10.552493 1.975254 -22.005443 1.172 0.147 -0.715
C 4.536929 9.122227 -9.797330 -0.994 -0.101 -1.525
C 9.349530 9.589280 -13.923727 -0.005 1.034 -0.201
C -1.451801 5.702784 -24.898090 0.132 -0.271 -0.010
C 0.716971 7.958327 -14.183810 0.846 -0.741 0.811
C 7.715122 7.549263 -8.771609 0.445 0.749 -0.211
C 6.892061 4.866951 -18.037064 -0.419 -0.532 -0.623
C 4.967456 5.885177 -14.835011 1.091 -0.558 0.793
C 9.032509 7.955020 -18.550634 0.603 -0.074 -0.647
C 4.010646 7.112006 -16.710217 1.160 0.142 -1.425
C 1.911809 12.217838 -16.981861 -0.088 0.121 -0.388
C 2.978519 8.082146 -17.228514 0.381 0.829 -0.529
C 10.336995 3.909723 -18.799890 -0.176 -0.008 0.578
C 2.948834 4.670043 -10.082775 -0.272 0.473 0.150
C 2.875479 12.512957 -18.106894 0.782 -0.124 0.352
C -1.168644 6.606150 -11.531378 -1.243 -0.411 -0.551
C -0.406496 10.737691 -11.123820 -0.217 0.700 -0.427
C 4.298861 4.223601 -10.606151 0.009 -0.712 0.582
C 1.623282 9.667022 -10.759369 -0.436 -0.551 0.979
C 9.567983 10.687708 -17.444390 -0.928 -0.288 0.087
C 9.845486 10.183957 -18.854916 1.681 0.211 -0.019
C 8.718445 1.037732 -23.022070 -0.457 -0.966 -0.181
C -1.903980 2.315579 -10.891364 0.272 -1.563 0.149
C 0.304031 2.172913 -10.134652 -1.349 -0.383 0.353
C -0.955463 4.599701 -22.917556 0.576 -1.237 -0.215
C 4.325680 7.198270 -15.204350 -1.416 0.041 0.011
C 2.167453 3.952907 -16.053101 -0.017 -0.245 -0.561
C 3.380146 8.400993 -22.721679 0.100 -0.314 0.238
C 1.636497 5.927542 -20.567105 -0.667 0.876 0.147
C 6.012828 11.633924 -16.655074 0.417 -0.346 -1.485
C -3.670795 13.438988 -15.204187 0.415 -0.369 -0.331
C 7.126159 10.767329 -17.283409 -1.030 -0.179 0.084
C 5.920282 8.626233 -10.094615 1.051 -0.800 -0.135
H 4.234456 5.082185 -14.775210 -0.029 0.099 0.051
H 0.209088 12.332599 -14.956690 0.286 0.367 -0.040
H -2.106821 7.186777 -11.541892 0.346 0.342 0.267
H 7.130078 9.783565 -16.789694 0.558 0.046 0.135
H -1.092246 14.263309 -14.827610 -0.204 0.101 -0.083
H -2.181412 5.294503 -12.933221 0.031 0.001 0.387
H 9.537459 9.759131 -16.839402 -0.002 0.431 0.300
H 5.163076 9.031897 -15.836595 0.655 0.017 -0.037
H -1.223504 3.369244 -14.014953 0.161 -0.124 0.720
H 0.929134 4.442505 -10.606820 0.090 0.221 0.408
H -4.068522 13.381425 -16.220781 -0.468 0.263 0.169
H 5.108302 4.786913 -10.127595 -0.184 0.218 0.028
H 3.458189 9.068927 -17.369652 -0.204 0.131 0.899
H 1.165301 2.528954 -13.340086 -0.084 -0.058 -0.004
H 5.477653 5.934662 -13.869908 -0.353 0.138 0.196
H 9.460612 9.922468 -12.890820 0.073 -0.228 0.046
H 2.931318 4.483867 -8.998697 0.401 0.305 0.098
H 8.348947 11.952807 -16.365145 0.597 0.174 -0.096
H 8.114191 7.976994 -7.844075 -0.086 -0.010 -0.002
H 10.871553 0.965195 -21.715942 -0.447 -0.117 0.033
H -1.947297 12.485268 -18.424965 0.129 -0.232 0.037
H 4.410897 3.183639 -10.249728 0.227 -0.008 -0.402
H 1.392698 6.047525 -19.505379 0.455 -0.472 0.147
H -4.311938 12.939809 -14.482832 -0.076 -0.190 -0.145
H 6.564018 4.149952 -17.273501 0.138 0.041 0.105
H 10.035102 7.576876 -18.292419 -0.040 0.062 0.096
H 9.264551 4.932664 -17.233576 -0.019 0.140 -0.121
H 1.000415 4.150680 -22.400239 0.098 -0.175 0.266
H -1.481074 10.585792 -11.218258 0.015 -0.131 0.044
H 1.588839 7.564020 -10.302940 0.060 0.225 -0.471
H 9.005234 1.100913 -24.078188 -0.006 0.286 -0.021
H 11.983347 2.655225 -20.528929 0.329 0.079 -0.586
H 2.631456 9.949987 -13.644962 0.169 -0.176 -0.001
H -1.600204 14.238274 -16.514732 -0.221 -0.340 -0.133
H 0.137916 13.041453 -18.518501 -0.179 -0.193 -0.194
H -1.219579 6.508498 -13.686039 0.242 0.070 0.191
H 5.878957 7.875511 -10.899514 -0.005 0.370 -0.194
H 1.247838 7.117865 -16.535119 -0.193 0.135 0.039
H 11.025709 6.922856 -13.429224 -0.101 -0.007 -0.097
H -0.265700 4.294721 -12.083164 0.341 -0.042 -0.065
H 8.563091 7.219384 -19.201289 -0.230 -0.233 0.405
H 0.705026 6.869947 -14.071543 -0.543 0.107 -0.305
H 4.459619 9.275894 -8.721359 -0.253 0.098 -0.031
H 9.482337 7.829162 -15.142562 0.024 -0.062 0.031
H -0.310210 7.276484 -11.463569 0.013 -0.187 0.148
H 9.820388 10.979947 -19.600623 -0.353 -0.004 0.066
H -0.398164 6.915326 -8.993409 0.010 -0.010 -0.396
H -0.087205 8.385051 -14.777504 -0.279 -0.140 0.106
H 2.050256 1.917955 -11.298769 0.163 0.293 -0.149
H 3.656600 7.879827 -11.272449 0.101 0.425 0.140
H 6.592474 9.443157 -10.390461 0.033 -0.072 0.102
H 0.600420 2.333104 -15.033445 0.146 -0.132 0.131
H 1.834798 10.530308 -10.116416 0.165 0.393 -0.572
H 0.131496 1.133037 -9.811901 0.619 -0.073 -0.201
H 8.890072 7.535701 -13.487174 -0.162 0.020 -0.130
H 9.123309 2.791068 -19.970682 0.080 0.166 -0.853
H -2.315618 6.199213 -24.442116 0.143 0.265 0.029
H 1.687443 8.092198 -20.776288 0.031 -0.190 0.759
H 3.637726 11.728213 -18.087132 -0.310 -0.240 -0.230
H 11.070886 2.213331 -22.947812 0.156 -0.177 0.060
H -2.196053 10.005829 -19.199513 -0.268 0.405 -0.007
H 2.327519 5.097774 -20.749246 -0.194 -0.154 0.055
H 2.012992 14.968371 -18.287647 -0.038 -0.214 -0.072
H -1.840812 4.776973 -25.340494 0.126 0.055 -0.263
H 11.055405 3.976922 -21.355384 0.426 -0.134 -0.269
H 4.615680 13.137524 -15.110764 -0.041 0.135 -0.141
H -3.580781 14.481685 -14.888261 0.205 0.012 -0.057
H 0.720763 8.333535 -13.158752 -0.128 0.226 -0.126
H 5.817468 14.174659 -15.984846 -0.343 0.089 0.057
H 5.770982 5.564349 -15.510857 -0.232 0.296 -0.329
H 3.239345 7.295449 -20.307778 0.097 0.158 -0.240
H 1.900859 8.490450 -8.948302 0.585 0.473 0.120
H 10.646495 4.905865 -19.156798 0.215 -0.185 -0.191
H 0.425963 6.390166 -22.098575 -0.076 0.188 0.208
H 1.414043 11.291877 -17.294772 0.063 -0.117 0.241
H 5.691225 2.688027 -11.786027 -0.198 -0.247 -0.206
H 3.849080 6.106541 -17.113695 -0.465 -0.106 0.637
H -0.185360 3.721702 -21.134748 0.099 0.169 0.284
H 2.728369 7.961114 -18.289330 -0.167 -0.833 0.166
H 7.804894 6.463503 -8.672941 -0.059 -0.006 -0.388
H 8.871396 3.214621 -17.369384 0.123 0.059 0.009
H -1.947491 4.940832 -22.612830 0.102 0.174 0.396
H 6.248924 8.031720 -14.756919 0.202 0.423 -0.187
H 8.483421 8.139550 -17.626768 -0.240 -0.119 -0.073
H 5.793641 12.280991 -17.517345 -0.338 0.759 0.715
H 1.127506 14.138351 -16.616137 0.368 -0.156 0.258
H 2.855457 5.740861 -10.285543 -0.150 -0.033 0.242
H -0.226980 11.497448 -10.349023 0.014 -0.228 0.148
H 4.916608 9.059164 -14.148472 0.017 -0.459 0.434
H -0.521050 11.746252 -16.375283 -0.327 0.220 -0.115
H 4.380546 8.411559 -22.263823 -0.043 -0.283 -0.122
H 3.453608 8.262520 -23.797414 0.183 0.484 -0.033
H -2.517441 2.561792 -11.749934 -0.032 0.325 0.011
H 2.020743 9.717226 -11.770393 0.418 0.237 0.060
H -0.078786 2.753084 -9.278300 0.248 0.285 -0.151
H -2.078734 1.251677 -10.648422 -0.308 0.175 -0.051
H 5.230979 3.124629 -13.486152 -0.248 -0.173 0.111
H 2.432569 12.019348 -16.042804 0.093 0.103 0.018
H 1.110329 8.888936 -16.765024 -0.381 -0.096 0.511
H 10.909254 9.876092 -18.798264 -0.078 -0.007 -0.096
H 3.039777 4.574432 -16.218859 -0.081 -0.052 0.003
H 2.308519 2.251748 -9.588240 0.079 0.004 -0.113
H 7.113318 5.829761 -17.571895 -0.049 0.091 -0.002
H 8.375361 9.954984 -14.262411 -0.136 -0.472 -0.023
H 4.332416 10.042382 -10.368961 0.527 0.407 0.539
H -1.046447 3.563492 -23.291010 -0.394 0.145 -0.107
H 1.314607 4.427160 -16.554240 -0.085 0.055 0.250
H -0.047788 11.189806 -12.062608 -0.007 -0.199 -0.021
H 3.237725 9.983132 -15.307633 -0.087 0.250 -0.028
H -0.561407 10.227020 -18.629171 0.025 0.198 0.014
H 11.070278 3.512039 -18.080911 0.342 0.405 -0.207
H 6.401250 4.060497 -12.604884 -0.173 0.190 0.181
H 2.325469 2.969638 -16.517533 0.011 0.062 -0.014
H 4.939875 7.367999 -17.250688 0.090 -0.053 0.307
H -1.396859 5.636665 -8.385534 -0.236 -0.302 -0.295
H 9.103602 0.074464 -22.659779 -0.042 0.010 0.055
H -2.058543 12.432116 -20.152951 0.290 0.092 -0.104
H -2.145666 7.037621 -9.204142 -0.015 -0.076 0.116
H 1.519946 10.312899 -14.941626 0.010 0.026 -0.112
H 2.941654 9.370428 -22.445216 -0.360 -0.186 -0.200
H 6.095014 4.937800 -18.776322 -0.236 0.394 0.256
H 3.183423 14.760221 -19.606420 -0.074 0.147 -0.036
H -0.957912 6.330277 -25.632729 -0.337 0.056 -0.255
H 8.326884 7.961047 -9.578706 0.255 -0.394 -0.123
H -0.510947 4.573744 -14.909773 0.648 0.035 -0.089
H 5.103258 11.070377 -16.415916 0.083 -0.183 -0.135
H 2.349635 12.497263 -19.064968 0.096 0.179 -0.068
H 10.397541 11.297508 -17.084823 0.224 -0.197 -0.278
H 10.065797 10.159237 -14.523426 0.145 -0.133 0.118
H -0.916983 10.365378 -20.353092 0.066 -0.253 0.157
H 7.635818 1.013712 -22.921063 -0.069 0.035 -0.234
H 3.584665 15.711292 -18.144130 0.202 -0.073 -0.105
H 6.013081 13.812429 -14.246675 0.034 0.007 0.007
H -2.160642 2.866903 -9.985134 0.089 0.491 -0.237
H 6.790063 10.602672 -18.310931 0.119 -0.274 -0.035
```
Forces are in eV/Å.